{
  "formula": "C5H18NO7",
  "method": "wB97M-V/def2-TZVPD",
  "species": ["H", "N", "O", "O", "C", "C", "H", "H", "H", "H", "H", "H", "C", "H", "O", "H", "H", "O", "H", "H", "C", "H", "O", "H", "O", "H", "C", "O", "H", "H", "H"],
  "coordinates": [[0.11301, -1.40799, 2.62152], [1.67070, 0.97986, -1.79199], [1.97754, -2.35615, -3.29784], [-2.92886, -0.36036, 2.77541], [-0.94991, 1.46715, -1.00928], [-0.86966, 0.46512, -2.14657], [-1.00925, -0.59026, -1.94106], [1.38101, 1.02809, -0.88304], [-2.06682, -0.64683, 2.49165], [1.27544, -0.52137, 2.21621], [1.18209, -2.61498, -3.71011], [-0.18477, 0.20282, -4.53574], [0.68708, 0.41682, -3.94182], [-0.57732, 2.48155, -1.27258], [1.11151, -3.54986, 1.55983], [1.30967, -2.75970, 2.21401], [-1.47585, 0.67864, -2.98442], [-0.34234, 2.00451, 3.47351], [0.22130, 2.73047, 3.16575], [-1.10144, 1.94609, 2.87570], [0.63497, 0.61028, -2.65166], [1.88037, -2.44056, -2.31496], [1.08494, -1.27799, 2.81444], [2.54844, 0.65846, -1.94602], [0.24307, 0.61629, 0.90008], [1.61242, 0.11078, -4.37621], [-0.83866, 1.10011, 0.44737], [-1.83422, 1.32568, 1.12176], [-2.10634, 1.73627, -1.03408], [-2.77529, 0.40943, 2.14061], [1.60248, -3.43388, 0.85084]],
  "atomic_forces_ev_per_a": [[1.50, 0.44, 0.43], [-3.39, 0.48, -2.36], [1.89, 0.14, 1.95], [0.04, 1.20, -1.10], [-5.64, 1.65, -0.83], [4.62, 0.80, 1.25], [-0.14, -0.07, 0.79], [-0.56, -0.10, 3.20], [0.86, -1.29, 0.54], [-0.40, -0.22, 0.29], [-1.53, -0.35, -0.35], [-0.24, -0.07, 0.08], [1.25, -0.98, -1.85], [0.60, -0.93, 0.20], [-3.22, 0.04, 6.57], [-0.32, -1.46, -1.79], [-0.74, 0.62, -0.64], [0.30, 0.56, 0.69], [-0.45, -0.45, -0.11], [0.24, -0.11, -0.38], [-2.13, -0.02, 0.63], [-0.23, 0.10, -1.53], [-1.30, 0.24, -0.32], [2.91, -1.13, -0.74], [-0.13, 0.05, -0.92], [0.77, 0.47, -0.69], [2.77, -0.91, -0.05], [-1.86, 0.82, 1.20], [1.99, -0.30, 0.15], [-1.11, -0.22, 0.87], [3.66, 0.99, -5.16]],
  "nbo_charge": [0.49, -0.83, -0.95, -0.98, -0.55, -0.41, 0.21, 0.41, 0.45, 0.52, 0.47, 0.18, -0.57, 0.23, -1.00, 0.50, 0.21, -0.96, 0.45, 0.50, 0.24, 0.48, -0.96, 0.37, -0.82, 0.18, 0.79, -0.79, 0.22, 0.50, 0.44],
  "e_lumo_ev": 2.86,
  "gap_ev": 8.2,
  "total_energy_ha": -782.763873,
  "charge": -1,
  "e_above_lowest_kj_mol": 251.4,
  "homo_energy_ev": -5.38
}